Density functional theory data (wB97M-V/def2-TZVPD) for a 9-piece molecular cluster, C44H104FN3O11P overall.

Summary:
Molar mass   901.298 g mol⁻¹
Frontier orbital gap   6.33 eV
Total charge   +1
Multiplicity   1
Largest force on an atom   6.425 eV/A

Last column: Löwdin charge in e.
Geometry (Å):
C: -1.22115 8.34279 0.23694  -0.133
C: -0.69772 8.34120 1.75683  -0.222
C: -1.66987 7.49693 2.75889  -0.214
O: -1.03984 7.42166 4.06943  -0.203
C: -1.03345 6.03709 4.56558  -0.140
C: 0.14281 5.98402 5.66791  -0.241
C: 1.58181 5.82055 4.92894  -0.087
N: 2.12119 4.41933 4.95472  -0.307
C: 1.26610 3.44216 4.15161  -0.324
O: 0.14658 3.02985 4.52179  0.159
N: 1.80270 2.88877 2.86722  0.089
C: 1.14929 3.50339 1.69021  -0.337
O: 1.87159 4.15854 0.90213  0.131
F: -0.24954 3.30879 1.52917  0.055
P: 3.78951 4.29224 4.19615  0.970
C: 4.68329 2.75915 4.85517  -0.266
C: 4.78143 5.88081 4.45496  -0.280
C: 2.28947 3.97722 6.38855  -0.141
C: 1.18317 4.54051 7.40988  -0.163
N: -0.08792 5.00595 6.77600  -0.052
H: -1.04523 7.28922 -0.21780  0.080
H: -2.35820 8.57118 0.23384  0.086
H: -0.66069 9.12977 -0.40418  0.085
H: 0.35358 7.89014 1.84692  0.099
H: -0.69023 9.43710 2.12090  0.117
H: -1.96435 6.47399 2.33514  0.123
H: -2.66377 8.08015 2.89899  0.139
H: -0.70334 5.36824 3.69093  0.106
H: -2.06331 5.77888 4.99003  0.152
H: 0.15529 7.03679 6.16450  0.165
H: 1.45756 6.22701 3.85195  0.157
H: 2.28179 6.58000 5.45575  0.153
H: 1.56249 1.87124 2.89053  0.161
H: 5.76553 2.80611 4.43738  0.080
H: 4.73985 2.68509 6.00137  0.051
H: 4.23548 1.77863 4.42727  0.067
H: 5.08054 6.08432 5.54228  0.054
H: 4.17687 6.77376 4.02720  0.062
H: 5.73158 5.80661 3.79804  0.077
H: 2.38360 2.83868 6.48033  0.148
H: 3.30677 4.41185 6.74168  0.135
H: 1.55687 5.36617 8.11810  0.131
H: 0.89540 3.65014 8.09809  0.141
H: -0.70245 5.37546 7.51317  0.130
C: -5.30549 0.62033 4.62015  -0.075
C: -4.69419 0.06454 3.34467  -0.274
O: -4.67405 0.99700 2.27140  -0.186
C: -3.94187 2.19473 2.48868  -0.256
C: -2.47048 1.95887 2.78244  -0.079
H: -6.32801 0.96495 4.43535  0.087
H: -5.32802 -0.14774 5.39790  0.080
H: -4.73997 1.47015 5.00696  0.062
H: -5.29508 -0.78429 3.00828  0.114
H: -3.68736 -0.32404 3.52739  0.109
H: -4.41291 2.78748 3.28029  0.107
H: -4.02855 2.78407 1.57064  0.123
H: -2.32294 1.37891 3.69603  0.072
H: -1.95073 2.91107 2.90254  0.042
H: -2.00219 1.40438 1.96380  0.073
C: -7.66917 -1.10973 -2.99133  -0.081
C: -8.16231 -0.68726 -1.61743  -0.273
O: -7.86270 -1.62620 -0.59305  -0.157
C: -6.48509 -1.90399 -0.37610  -0.271
C: -5.67377 -0.67999 0.01329  -0.080
H: -8.09496 -2.07960 -3.26880  0.083
H: -7.95756 -0.37034 -3.74368  0.076
H: -6.58263 -1.21023 -3.02166  0.056
H: -9.25127 -0.59635 -1.64771  0.114
H: -7.77814 0.30170 -1.34853  0.107
H: -6.05706 -2.39827 -1.25503  0.104
H: -6.43866 -2.63259 0.43908  0.118
H: -5.67916 0.08055 -0.77048  0.072
H: -4.63405 -0.95771 0.20398  0.078
H: -6.08382 -0.22143 0.91537  0.065
C: -0.18618 -1.79471 -2.20571  -0.070
C: -1.39224 -1.14448 -1.55110  -0.266
O: -1.08745 -0.48330 -0.32764  -0.162
C: -0.14452 0.57724 -0.40087  -0.288
C: -0.57472 1.70883 -1.31881  -0.067
H: 0.27759 -2.51527 -1.52347  0.081
H: -0.48351 -2.31567 -3.11934  0.069
H: 0.57702 -1.06141 -2.47319  0.067
H: -2.12323 -1.92094 -1.31196  0.120
H: -1.88994 -0.45498 -2.23989  0.103
H: 0.83920 0.18910 -0.68750  0.098
H: -0.03619 0.96959 0.61582  0.084
H: -0.69139 1.37557 -2.35170  0.068
H: 0.16791 2.51099 -1.30665  0.073
H: -1.53685 2.11727 -0.99613  0.084
C: 3.91816 -1.53481 0.43329  -0.079
C: 4.37021 -1.46622 -1.01674  -0.279
O: 5.61684 -2.10481 -1.25175  -0.158
C: 5.68017 -3.49503 -0.95315  -0.278
C: 4.69630 -4.33209 -1.75060  -0.068
H: 4.67198 -1.08748 1.09012  0.077
H: 2.97348 -0.99878 0.56435  0.059
H: 3.76616 -2.56328 0.76485  0.068
H: 4.49955 -0.41684 -1.29469  0.118
H: 3.60532 -1.87019 -1.68721  0.103
H: 5.55381 -3.65556 0.12294  0.103
H: 6.69622 -3.82083 -1.19527  0.101
H: 3.65997 -4.05623 -1.54385  0.063
H: 4.81645 -5.39067 -1.50829  0.081
H: 4.86205 -4.19722 -2.82327  0.085
C: 8.13353 -6.58544 -4.58989  -0.076
C: 8.22264 -5.99774 -3.19141  -0.283
O: 7.59055 -6.79567 -2.19859  -0.177
C: 8.09616 -8.11480 -2.03157  -0.275
C: 9.56327 -8.15619 -1.64016  -0.076
H: 7.08735 -6.73688 -4.87496  0.084
H: 8.60267 -5.91533 -5.31534  0.079
H: 8.63327 -7.55313 -4.65814  0.066
H: 7.71329 -5.03022 -3.18407  0.107
H: 9.26260 -5.80051 -2.91289  0.106
H: 7.91146 -8.70672 -2.93412  0.106
H: 7.50519 -8.57648 -1.23496  0.119
H: 10.20379 -7.71323 -2.40555  0.066
H: 9.88679 -9.18881 -1.48861  0.079
H: 9.72712 -7.59836 -0.71357  0.079
C: 9.51364 -3.44184 0.70106  -0.071
C: 8.48170 -4.33817 1.36508  -0.282
O: 9.05243 -5.35843 2.17412  -0.160
C: 9.85739 -4.92450 3.26267  -0.278
C: 9.11063 -4.05530 4.26002  -0.085
H: 10.19714 -4.03636 0.08618  0.083
H: 9.02161 -2.70077 0.06485  0.075
H: 10.11836 -2.90385 1.43335  0.065
H: 7.90436 -4.84386 0.58689  0.103
H: 7.76503 -3.74987 1.94742  0.103
H: 10.75361 -4.41708 2.89050  0.106
H: 10.20510 -5.82784 3.77250  0.120
H: 8.74553 -3.13196 3.80535  0.061
H: 9.76526 -3.78365 5.09183  0.077
H: 8.24289 -4.58953 4.65743  0.081
C: -1.56859 -2.46530 -7.70463  -0.078
C: -1.93582 -2.65088 -6.24185  -0.277
O: -1.67441 -1.50497 -5.44066  -0.181
C: -2.36001 -0.31204 -5.80103  -0.276
C: -3.87261 -0.44345 -5.75063  -0.075
H: -0.51034 -2.20243 -7.80274  0.084
H: -1.75605 -3.38565 -8.26412  0.080
H: -2.14740 -1.66707 -8.17235  0.066
H: -1.33268 -3.46363 -5.82882  0.117
H: -2.98084 -2.95748 -6.13427  0.107
H: -2.02634 0.03212 -6.78548  0.107
H: -2.04821 0.45499 -5.08524  0.111
H: -4.24193 -1.19318 -6.45304  0.068
H: -4.34513 0.51006 -5.99874  0.081
H: -4.19668 -0.74493 -4.75026  0.073
C: -12.51855 0.89815 -3.70684  -0.080
C: -12.05643 0.97748 -5.15244  -0.279
O: -10.80706 0.33996 -5.38491  -0.165
C: -10.74537 -1.05131 -5.09718  -0.290
C: -11.72507 -1.88191 -5.90819  -0.077
H: -11.76972 1.34000 -3.04130  0.079
H: -13.46308 1.43374 -3.57889  0.078
H: -12.67355 -0.13284 -3.38416  0.065
H: -11.92437 2.02847 -5.42185  0.118
H: -12.81682 0.57887 -5.83109  0.106
H: -10.87828 -1.22035 -4.02315  0.102
H: -9.72766 -1.37454 -5.33538  0.109
H: -12.76179 -1.60661 -5.70447  0.066
H: -11.60770 -2.94293 -5.67460  0.079
H: -11.55294 -1.73797 -6.97859  0.084